DFT (wB97M-V/def2-TZVPD) results for the molecule C26H27ClN2O.

Element x y z (Å)
C 0.810 3.141 0.466
N -0.496 2.749 0.962
C -1.545 2.957 -0.025
C -1.427 2.009 -1.218
C -1.465 0.545 -0.766
N -0.918 -0.335 -1.780
C -0.070 -1.351 -1.304
C -0.442 -2.118 -0.204
C 0.409 -3.085 0.296
C 1.646 -3.290 -0.289
C 2.022 -2.527 -1.381
C 1.179 -1.553 -1.891
C 1.531 -0.739 -3.093
C 0.662 -1.190 -4.269
C -0.781 -0.754 -4.213
C -1.446 -0.736 -5.434
C -2.767 -0.357 -5.562
C -3.461 0.013 -4.426
C -2.827 -0.001 -3.202
C -1.484 -0.374 -3.056
C -0.789 3.434 2.208
C 0.183 3.043 3.311
O 0.632 3.865 4.077
C 0.560 1.611 3.382
C 1.796 1.285 3.941
C 2.222 -0.027 4.000
C 1.394 -1.028 3.512
Cl 1.917 -2.668 3.570
C 0.147 -0.726 2.985
C -0.264 0.591 2.913
H 1.545 3.018 1.259
H 0.832 4.188 0.127
H 1.096 2.495 -0.361
H -1.552 3.999 -0.393
H -2.504 2.773 0.469
H -0.494 2.187 -1.752
H -2.241 2.223 -1.912
H -2.485 0.274 -0.458
H -0.816 0.457 0.109
H -1.414 -1.968 0.243
H 0.105 -3.689 1.139
H 2.315 -4.042 0.103
H 2.989 -2.680 -1.838
H 1.355 0.321 -2.899
H 2.584 -0.876 -3.346
H 0.701 -2.284 -4.328
H 1.090 -0.804 -5.198
H -0.895 -1.027 -6.318
H -3.245 -0.353 -6.530
H -4.500 0.305 -4.486
H -3.404 0.260 -2.329
H -1.794 3.153 2.543
H -0.764 4.534 2.110
H 2.420 2.081 4.318
H 3.184 -0.276 4.419
H -0.490 -1.520 2.631
H -1.235 0.822 2.507

Properties
LUMO level = 0.17 eV
Calculated total energy = -1651.906279 Ha
SMILES string = CN(CCCN1c2ccccc2CCc2ccccc21)CC(=O)c1ccc(Cl)cc1
Molecular weight = 418.97 g/mol
Relative energy (zero: lowest compared OMol25 entry of this formula, charge and spin) = 0.000 eV
HOMO level = -7.71 eV

Atomic partial charges in e from the natural (NBO) method, atoms 1 to 8: -0.42 -0.45 -0.21 -0.41 -0.23 -0.48 0.24 -0.26